(1)
DFT (the ωB97M-V functional and the def2-TZVPD basis) results for a 2-piece molecular cluster, C5H11O2 overall in a non-equilibrium geometry.

Summary:
- HOMO: -0.144 Ha
- Energy relative to the best compared isomer or geometry (same formula, charge and spin): 7.1 kcal/mol
- Kohn-Sham gap: 7.897 eV
- LUMO energy: 3.976 eV

ORCA input file:
```
! wB97M-V def2-TZVPD RIJCOSX def2/J DEFGRID3
* xyz -1 1
C 1.5120 -0.1293 1.1764
H -2.6117 2.2029 -2.1983
C 0.8469 -1.3720 1.8954
H -1.0020 1.0691 -0.2624
H 1.4774 -1.7319 2.7141
H -1.2096 0.2742 -1.8702
H 0.2378 -2.1204 -0.0311
H 0.1777 -3.3738 1.3328
H -0.0733 -0.9844 2.3207
C -1.6146 2.4624 -1.8300
H -1.6784 3.2176 -1.0595
O 2.5547 -0.3465 0.5282
H 1.6553 -2.8519 0.5413
C -0.9167 1.1818 -1.3433
O 0.8837 0.9500 1.3231
H -1.0897 2.8433 -2.7073
H 0.1734 1.2175 -1.4198
C 0.6770 -2.5087 0.8900
*
```

(2)
DFT (the ωB97M-V functional and the def2-TZVPD basis) results for one molecule with the formula C3H6N3P in a non-equilibrium geometry.

Summary:
- HOMO (alpha / beta): -0.282 / -0.282 Ha
- Energy relative to the best compared isomer or geometry (same formula, charge and spin): 122.6 kcal/mol
- Kohn-Sham gap (alpha / beta): 7.493 / 7.495 eV
- LUMO energy (alpha / beta): -0.190 / -0.189 eV

ORCA input file:
```
! wB97M-V def2-TZVPD RIJCOSX def2/J DEFGRID3
* xyz 0 1
N 0.7794 0.9187 0.3456
C 2.0571 0.6441 0.4996
H -3.6680 0.0683 0.7139
H 2.5856 1.4077 1.0328
H -2.0487 -0.9530 0.7564
N 2.6469 -0.2770 -0.2108
H -2.1770 0.7028 1.4789
P -1.4763 0.7191 -0.7331
N -0.0043 0.1069 -0.2867
C -2.5025 0.0276 0.7055
H -1.5401 -0.3274 -1.6578
H 2.5886 -1.8247 -1.7220
C 2.7594 -1.2131 -0.9223
*
```

(3)
DFT (the ωB97M-V functional and the def2-TZVPD basis) results for C31H55BrMnNP3 as an isolated structure in a non-equilibrium geometry.

Summary:
- HOMO (alpha / beta): -0.483 / -0.487 Ha
- Kohn-Sham gap (alpha / beta): 5.720 / 5.605 eV
- LUMO energy (alpha / beta): -7.431 / -7.636 eV
- <S²>: 9.1139

ORCA input file:
```
! wB97M-V def2-TZVPD RIJCOSX def2/J DEFGRID3
* xyz 2 6
H -0.1210 2.8861 1.6982
C -0.0492 3.1105 -1.0672
H -1.6009 -2.4865 1.9080
H -0.2559 2.7224 4.4038
C -3.9268 1.6768 -1.6449
H -3.0717 0.5123 2.6864
C 2.5082 3.5742 -2.2061
H 2.0523 1.7215 2.2792
H -1.2223 -4.2633 -1.7353
H -4.1815 1.5076 -5.4684
H 2.0899 1.9154 -3.4997
H 1.3472 -1.0925 -2.0418
H -2.2283 -1.0414 3.0050
H -4.0134 1.6010 -0.5736
C -0.9466 2.4904 2.3127
C -0.4134 -3.5563 -1.5546
C 1.9421 4.5277 -1.3164
H -2.3332 1.3881 4.9463
H -1.9466 3.2222 4.1420
P 3.0384 -0.8622 -0.3783
H -1.4289 -0.1280 5.2374
H -1.5922 0.9475 -0.5103
H -1.9026 2.6895 1.7953
H -2.9796 -3.5925 -1.3687
H -5.8588 2.7286 -1.9241
C 1.8680 1.3808 3.3196
H -4.9913 -2.6649 -0.3111
H -0.6154 4.2096 3.5386
H 2.4205 -1.5146 -4.0172
C -2.2044 0.0463 3.1911
N -5.0639 2.1179 -3.7007
H 4.2913 -1.8781 1.6142
H 1.7492 -0.3588 1.5893
H 2.7754 0.8893 3.7174
H 0.3282 0.2671 4.4133
P -1.1950 -2.2808 -0.4577
H 4.4336 0.7426 0.8858
C 0.6935 0.3864 3.3878
C -1.5380 0.7884 -1.5967
C -2.7818 1.1115 -2.3080
C -4.0577 1.5516 -4.3793
C -4.0063 -2.4771 0.1355
H 0.0385 -2.9941 1.4662
H 1.0477 -0.6292 3.1452
C 2.4051 -0.7072 -2.0458
C 3.0912 -1.5653 -3.1344
H -0.6429 -3.2439 -3.6583
C 0.6587 4.2771 -0.7780
H -3.1844 -0.1704 5.0705
H 2.4662 0.3474 -2.3548
C -5.0029 2.2124 -2.3795
C -2.9161 0.9976 -3.7254
C -0.2412 0.9303 -2.2524
H -1.0335 2.9222 -0.5776
H 3.1007 -2.5375 2.7707
H -3.1472 -1.9018 -1.8076
H 6.2654 1.1736 -0.7302
H 3.5336 3.7191 -2.5766
H 0.3575 -4.1166 -1.0134
Mn 0.3607 -0.2102 -0.7736
C -1.0272 -3.1043 1.1971
H 3.6111 -0.8209 2.8832
C 4.2815 0.5596 -0.1955
H -2.1793 0.4200 -4.2758
C 1.7152 2.5081 -2.6401
C 5.6513 0.2675 -0.8604
C 3.3847 -1.6468 2.1920
H -0.0297 0.3295 -3.1530
C -2.2742 0.3182 4.6965
H -4.0151 -1.4861 0.6096
H 6.1858 -0.5762 -0.3791
H 0.2078 5.0235 -0.1495
H -2.4759 -4.8063 1.1967
H 1.6566 2.2777 3.9234
H 1.0779 -3.3365 -3.1458
C 0.0727 -2.9764 -2.8696
H 0.0618 -1.8681 -2.8178
H 1.4935 -2.0514 1.1680
C -0.9495 3.1741 3.6829
C 0.4878 2.1956 -1.9967
H 5.5494 0.0650 -1.9408
H -1.1488 -4.9115 2.3834
C 2.2651 -1.2559 1.2125
H 3.8516 1.4829 -0.6419
C -1.4022 -4.5961 1.3551
P -0.7207 0.6500 2.2027
H -3.8469 -3.2525 0.8966
C -2.9576 -2.5753 -0.9577
H 4.0970 -1.1797 -3.3779
H -0.8197 -5.2359 0.6705
H 3.1581 -2.6268 -2.8363
Br 2.8696 6.0153 -0.8242
*
```

(4)
DFT (the ωB97M-V functional and the def2-TZVPD basis) results for one molecule with the formula C6H9N.

Summary:
- HOMO: -0.345 Ha
- Energy relative to the best compared isomer or geometry (same formula, charge and spin): 18.2 kcal/mol
- Kohn-Sham gap: 10.338 eV
- LUMO energy: 0.942 eV

ORCA input file:
```
! wB97M-V def2-TZVPD RIJCOSX def2/J DEFGRID3
* xyz 0 1
C 2.3391 -0.7843 0.0371
H -2.6766 -1.4516 0.5525
C 0.7118 1.2679 -0.0435
H -2.9987 -0.3435 -0.7826
C -1.1172 -0.0418 0.1438
H -1.1929 2.2201 0.4361
H 1.4287 2.0821 -0.0653
H 3.1612 -0.1999 -0.3965
C 1.0152 -0.1617 -0.3795
N -0.1991 -0.9123 -0.1002
H 2.3981 -1.8002 -0.3649
H 0.9703 -0.2033 -1.4752
H -3.1470 0.2385 0.8773
H 2.4748 -0.8297 1.1228
C -0.6019 1.3370 0.2162
C -2.5657 -0.4173 0.2217
*
```

(5)
DFT (the ωB97M-V functional and the def2-TZVPD basis) results for one molecule with the formula C10H14N2 in a non-equilibrium geometry.

Summary:
- HOMO: -0.317 Ha
- Energy relative to the best compared isomer or geometry (same formula, charge and spin): 73.4 kcal/mol
- Kohn-Sham gap: 9.329 eV
- LUMO energy: 0.700 eV

ORCA input file:
```
! wB97M-V def2-TZVPD RIJCOSX def2/J DEFGRID3
* xyz 0 1
C -1.0761 -1.6892 -0.2662
N 0.1215 1.8666 -0.6479
H -1.6270 1.8892 -1.9522
C 1.1525 -1.6552 0.6059
H 1.5454 -0.4052 -0.7781
H 1.9464 0.2585 0.8787
H 0.5569 3.1825 0.9654
C 0.0711 -3.8734 0.4795
H 1.0159 3.5824 -0.8150
H 2.0405 -2.1137 1.0647
H 1.0723 -4.2491 1.0175
C 1.2550 -0.1851 0.2498
H 1.9955 2.4681 0.0681
N -1.0892 1.6028 2.2961
C 0.9543 2.8130 -0.0240
C -1.1777 -0.3934 -0.3732
H -1.9815 -2.1893 -0.5664
H -1.7504 2.8804 -0.5020
H 0.1061 -4.2275 -0.6166
C -0.0681 0.5873 0.1174
C -1.0755 2.4543 -1.1541
H -0.8016 -4.4255 0.9881
H -0.6869 3.2845 -1.8972
H -2.0151 -0.1183 -0.9081
C 0.0421 -2.3643 0.2963
C -0.5261 1.0194 1.4736
*
```

(6)
DFT (the ωB97M-V functional and the def2-TZVPD basis) results for an isolated ion of composition C11H14NO and charge +1 in a non-equilibrium geometry.

Summary:
- HOMO: -0.435 Ha
- Energy relative to the best compared isomer or geometry (same formula, charge and spin): 10.4 kcal/mol
- Kohn-Sham gap: 8.530 eV
- LUMO energy: -3.310 eV

ORCA input file:
```
! wB97M-V def2-TZVPD RIJCOSX def2/J DEFGRID3
* xyz 1 1
C 3.9836 -0.1657 0.1655
N -2.3559 0.4111 -0.4520
H -2.4248 2.3685 0.4136
C -0.1192 0.4379 -0.0212
H -3.0175 0.1567 -1.1660
O -0.5695 1.7445 -0.0212
H -2.2889 -2.1869 -0.9376
C -3.1296 0.0113 0.8976
H -1.9329 2.3024 -1.3216
C 3.1117 -1.2451 0.4233
H 1.1549 -1.8598 0.6182
H 4.0943 1.8906 -0.2295
C 1.2642 0.1468 -0.0181
H -0.6257 -2.3890 0.1803
H -0.5685 -2.0323 -1.5721
C -1.1581 -0.3915 -0.5087
H 3.5102 -2.1439 0.8118
H 1.6336 2.2112 -0.2449
C 3.4632 1.0811 -0.1169
H -3.5834 0.9831 1.4602
C 1.7661 -1.0780 0.3611
H -3.9234 -0.6598 0.6883
C 2.1126 1.2355 -0.1777
C -1.9068 1.8235 -0.3435
H 5.0800 -0.3862 0.2183
H -2.3878 -0.4275 1.5997
C -1.1824 -1.8384 -0.7070
*
```